{
  "formula": "C24H70CrO22",
  "method": "the ωB97M-V functional and the def2-TZVPD basis",
  "elements": ["Cr", "C", "C", "O", "H", "H", "H", "H", "H", "C", "C", "O", "H", "H", "H", "H", "H", "C", "C", "O", "O", "H", "H", "H", "H", "H", "H", "C", "C", "O", "O", "H", "H", "H", "H", "H", "H", "C", "C", "O", "O", "H", "H", "H", "H", "H", "H", "C", "C", "O", "O", "H", "H", "H", "H", "H", "H", "C", "C", "O", "O", "H", "H", "H", "H", "H", "H", "C", "C", "O", "O", "H", "H", "H", "H", "H", "H", "C", "C", "O", "O", "H", "H", "H", "H", "H", "H", "C", "C", "O", "O", "H", "H", "H", "H", "H", "H", "C", "C", "O", "O", "H", "H", "H", "H", "H", "H", "C", "C", "O", "O", "H", "H", "H", "H", "H", "H"],
  "xyz": [[-12.41427, -7.44676, -21.20396], [-9.24737, -6.93684, -23.71732], [-9.48807, -7.69240, -22.37675], [-10.24572, -6.91781, -21.45604], [-10.21864, -6.66625, -24.13148], [-8.81099, -7.61757, -24.44826], [-8.55886, -6.10664, -23.55977], [-8.59776, -8.18835, -21.99014], [-10.08796, -8.54101, -22.70551], [-13.33041, -6.98083, -25.22677], [-13.72315, -7.89384, -24.05119], [-13.74339, -7.16834, -22.86328], [-12.35646, -6.50947, -25.09510], [-13.99674, -6.14324, -25.43305], [-13.19551, -7.58143, -26.12631], [-12.99071, -8.69268, -23.93505], [-14.75328, -8.25006, -24.05717], [-18.78206, -6.42838, -23.01221], [-17.28956, -6.54375, -23.31724], [-16.55954, -7.19734, -22.30722], [-19.09415, -5.65109, -21.90945], [-19.22502, -7.35751, -22.65357], [-19.30969, -5.95334, -23.83928], [-17.04899, -5.48698, -23.43332], [-17.00898, -6.92389, -24.29952], [-15.66737, -7.19925, -22.66167], [-19.43453, -4.80772, -22.21679], [-16.88980, -5.63551, -19.07681], [-17.40567, -4.18021, -19.44800], [-17.29856, -3.36746, -18.24180], [-17.94936, -6.58624, -18.91434], [-16.27606, -5.54136, -18.18096], [-16.12975, -6.00643, -19.76445], [-18.45994, -4.21448, -19.72266], [-16.85682, -3.67108, -20.24024], [-18.04333, -3.60394, -17.68414], [-18.38672, -6.42575, -19.75371], [-9.21432, -3.37446, -21.21787], [-8.34376, -2.30354, -21.74727], [-7.52421, -1.81112, -20.72929], [-8.48684, -4.53890, -21.39637], [-10.11833, -3.45393, -21.82165], [-9.44645, -3.27936, -20.15713], [-8.99745, -1.47240, -22.01187], [-7.83359, -2.54313, -22.68024], [-6.74580, -2.35046, -20.57181], [-9.06822, -5.27477, -21.60151], [-11.25204, -10.28309, -20.35865], [-11.95233, -11.15189, -19.28402], [-12.06460, -10.47863, -18.04143], [-12.27754, -9.60604, -21.13842], [-10.58783, -10.88559, -20.97825], [-10.46301, -9.61830, -20.00710], [-11.31638, -12.02825, -19.15886], [-12.95146, -11.37619, -19.65757], [-12.63457, -11.02627, -17.49662], [-12.65006, -10.37643, -21.57354], [-13.93798, -3.68669, -23.52897], [-14.89000, -3.75512, -22.38625], [-14.27935, -3.38363, -21.21221], [-12.81664, -4.54962, -23.31720], [-13.68612, -2.65324, -23.76698], [-14.42010, -4.10968, -24.41030], [-15.25431, -4.76079, -22.17648], [-15.68720, -3.03244, -22.56032], [-13.88380, -2.50914, -21.19218], [-13.01569, -5.48694, -23.37571], [-6.74176, -5.92642, -19.28647], [-7.50861, -7.05515, -18.45397], [-8.94693, -6.97687, -18.69753], [-6.54929, -6.30390, -20.61313], [-5.83921, -5.65625, -18.73828], [-7.41266, -5.06787, -19.31603], [-7.36189, -6.86717, -17.39037], [-7.17724, -8.05677, -18.72790], [-9.14412, -6.83465, -19.62624], [-7.26697, -5.89748, -21.10442], [-11.61947, -11.85366, -23.96000], [-12.64476, -12.67374, -23.10294], [-13.42812, -11.72215, -22.33703], [-11.19042, -12.57404, -25.16628], [-10.81457, -11.57889, -23.27829], [-12.11745, -10.93635, -24.27409], [-12.05297, -13.24736, -22.38960], [-13.17476, -13.40068, -23.71838], [-14.14827, -12.19073, -21.90875], [-10.57884, -13.25009, -24.86542], [-13.16600, -6.87880, -18.29902], [-13.03421, -5.56718, -18.96824], [-13.18950, -5.60696, -20.35334], [-12.28873, -7.81898, -19.06923], [-14.22163, -7.15034, -18.29873], [-12.79435, -6.73615, -17.28431], [-12.12778, -5.02298, -18.70303], [-13.82356, -4.90611, -18.61045], [-13.61561, -4.78564, -20.60919], [-11.96893, -8.54154, -18.52405], [-17.02264, -9.62390, -19.45427], [-15.52766, -9.66696, -19.73189], [-15.05945, -8.46318, -20.33391], [-17.15919, -9.08774, -18.18405], [-17.65178, -10.51367, -19.47862], [-17.51876, -8.97000, -20.17147], [-15.33001, -10.46880, -20.44329], [-14.84206, -9.78539, -18.89282], [-15.70044, -8.14608, -20.97435], [-17.37388, -8.16222, -18.32163], [-8.55365, -3.20438, -15.90397], [-8.32481, -4.03862, -17.11285], [-9.50183, -4.81378, -17.42062], [-8.34458, -3.97136, -14.73473], [-9.56890, -2.81061, -15.95201], [-7.84690, -2.37497, -15.87772], [-7.57405, -4.81946, -16.99138], [-8.10107, -3.42488, -17.98540], [-9.19450, -5.54296, -17.96417], [-8.91586, -3.59972, -14.05862]],
  "atomic_forces_ev_per_a": [[-0.58, 0.45, -0.83], [0.33, -0.81, 0.86], [-1.64, 0.47, -0.85], [0.64, -0.44, -0.01], [0.09, 0.51, 0.20], [0.29, -0.08, -0.03], [-0.27, 0.27, -0.29], [0.56, 0.53, 0.37], [-0.40, -0.64, -0.03], [0.28, -0.75, -0.42], [0.16, 1.33, 0.62], [0.99, 0.87, 1.78], [0.14, -0.18, 0.47], [-0.44, -0.25, 0.11], [-0.31, 0.01, -0.28], [-0.10, -0.54, -0.53], [-0.02, -0.90, -1.32], [-0.14, -1.52, -0.38], [-0.75, 1.08, -0.12], [-0.96, 0.32, -0.23], [0.28, 1.78, 1.73], [0.13, -0.71, -1.17], [0.11, -0.79, -0.60], [0.74, 0.45, 0.43], [-0.65, -0.60, -0.15], [1.56, 0.00, 0.32], [0.14, 0.13, 0.28], [0.88, 1.17, -0.46], [0.17, -0.80, 1.87], [0.01, 0.01, -0.96], [0.55, 1.11, -0.21], [-0.66, 0.02, 0.52], [-0.32, -0.11, -0.73], [-0.01, -0.22, -0.26], [0.23, -0.23, 0.21], [-0.02, -0.02, 0.11], [-0.81, -0.63, -0.31], [-0.52, -0.74, -0.84], [-0.98, 1.69, 0.14], [1.05, 0.78, 0.52], [1.16, -1.64, -0.07], [-0.37, 0.16, 0.12], [-0.21, 0.58, 0.05], [0.00, 0.37, 0.03], [0.19, -0.52, 0.18], [-0.07, -0.29, -0.24], [-0.97, -0.67, 0.13], [-0.21, 0.05, 0.38], [1.18, 0.65, -0.65], [0.04, 0.21, -0.06], [1.88, -0.15, 0.63], [-0.62, -0.60, -0.56], [-0.69, 0.74, 0.63], [-0.28, -0.39, 0.06], [0.08, -0.39, -0.10], [-0.04, 0.17, 0.31], [-1.12, 0.04, -0.93], [0.26, -2.59, -0.96], [-0.61, 0.68, -0.63], [0.82, 0.23, 2.63], [0.93, 2.45, 0.26], [0.66, -0.09, 0.21], [-0.59, 0.43, -0.32], [-0.18, -0.04, -0.43], [-0.66, -0.29, -0.32], [0.00, 0.04, -0.37], [-0.92, -0.65, 0.24], [-1.65, -1.13, 1.07], [-0.32, 1.26, -1.31], [1.10, -0.47, 0.86], [0.82, -0.65, -0.11], [0.37, -0.11, -0.39], [0.12, 0.20, 0.42], [-0.11, -0.22, 0.03], [0.31, 0.08, 0.02], [-0.24, -0.15, -1.05], [0.05, 0.33, -0.23], [-1.02, -0.86, -0.43], [1.44, 0.55, 0.06], [0.12, -0.70, -0.88], [-0.46, 0.89, 1.74], [0.42, 0.02, -0.40], [0.09, -0.09, -0.24], [-0.03, -0.29, 0.14], [-0.59, 0.50, -0.06], [-0.13, 0.01, 0.09], [0.16, -0.13, -0.12], [1.05, -0.70, -0.56], [-0.04, 2.03, 0.80], [0.43, -1.78, -0.48], [-1.23, 1.65, 0.76], [0.20, -0.77, -0.17], [0.04, -0.40, 0.03], [0.51, -0.42, -0.03], [-0.30, -0.06, 0.51], [-0.03, 0.74, -0.86], [-0.10, -0.29, 0.28], [0.17, 0.35, 0.52], [0.32, -0.29, -1.86], [0.11, 0.19, 0.55], [-0.53, 0.33, 1.33], [0.80, -0.75, -0.20], [0.23, 0.20, -0.46], [0.19, -0.50, -0.20], [-0.68, -0.31, 0.45], [-0.23, 0.01, -0.16], [-0.25, 0.50, 0.28], [0.43, 0.22, 0.13], [-1.08, -1.30, -0.90], [-0.18, 1.61, 0.84], [-0.34, -0.23, 0.39], [-0.11, 0.06, -0.02], [0.03, 0.27, -0.24], [0.73, 0.73, 0.45], [0.30, 0.32, 0.05], [-0.41, -0.78, -0.37], [0.08, -0.16, 0.17]],
  "lowdin_charge": [0.893, -0.069, -0.408, -0.367, 0.057, 0.066, 0.061, 0.097, 0.067, -0.068, -0.359, -0.393, 0.060, 0.063, 0.071, 0.089, 0.098, -0.240, -0.220, -0.073, -0.065, 0.125, 0.127, 0.105, 0.127, 0.027, 0.095, -0.192, -0.166, -0.086, -0.063, 0.115, 0.093, 0.102, 0.099, 0.079, 0.069, -0.234, -0.262, -0.051, -0.099, 0.127, 0.124, 0.116, 0.130, 0.089, 0.038, -0.160, -0.197, -0.056, -0.141, 0.115, 0.130, 0.122, 0.109, 0.101, 0.034, -0.210, -0.265, -0.059, -0.073, 0.126, 0.107, 0.113, 0.125, 0.129, 0.011, -0.241, -0.147, -0.104, -0.055, 0.118, 0.083, 0.106, 0.112, 0.049, 0.038, -0.187, -0.179, -0.087, -0.060, 0.105, 0.109, 0.110, 0.121, 0.098, 0.077, -0.115, -0.228, -0.096, -0.113, 0.110, 0.141, 0.131, 0.133, 0.041, 0.067, -0.241, -0.196, -0.088, -0.063, 0.119, 0.111, 0.096, 0.118, 0.034, 0.032, -0.253, -0.238, -0.083, -0.056, 0.124, 0.115, 0.104, 0.106, -0.011, 0.080],
  "relative_energy_ev": 0.572,
  "gap_ev": [7.05, 8.10],
  "multiplicity": 5,
  "s_squared": 6.006,
  "e_lumo_ev": [0.0, 0.0],
  "total_charge": 0
}